# 1
This record from the OMol25 dataset describes a cluster of 3 separate species, C3H12O2S2 in total in a non-equilibrium geometry. The level of theory is wB97M-V/def2-TZVPD.

Calculated values
- <S²> = 0.75
- gap between HOMO and LUMO (alpha / beta) (Eh) = 0.3617 / 0.2178
- total energy (eV) = -29062.1182
- multiplicity = 2
- energy relative to the best compared isomer or geometry (same formula, charge and spin) (eV) = 0.925
- LUMO (alpha / beta) (eV) = -4.2 / -8.2
- charge = +1
- HOMO level (alpha / beta) (eV) = -14.088 / -14.088

Geometry (Å):
1 C -0.44857 0.41680 -0.71564
2 C -0.76695 0.55627 -2.25358
3 C 0.01174 -0.98423 -0.34654
4 S 0.41256 -1.12007 1.51197
5 S 1.24358 0.59301 2.07158
6 H 0.43261 1.05604 -0.64488
7 H -1.20843 0.76734 0.02980
8 H -0.05562 0.70416 -3.01617
9 H -1.41441 1.43660 -2.24425
10 H -1.38139 -0.31255 -2.54999
11 H -0.79477 -1.72026 -0.33597
12 H 0.87291 -1.47378 -0.82938
13 H 0.39639 0.91065 3.14920
14 H 2.95377 1.09447 -0.70367
15 H 3.51989 0.03093 -1.52540
16 O 2.68706 0.46387 -1.35879
17 H -4.97563 -0.13311 -1.19448
18 H -3.73069 0.69548 -1.44922
19 O -4.42333 0.21662 -1.90719


# 2
This record from the OMol25 dataset describes a cluster of 3 separate species, C3H12O3S in total in a non-equilibrium geometry. The level of theory is wB97M-V/def2-TZVPD.

Calculated values
- gap between HOMO and LUMO (Eh) = 0.3399
- total energy (eV) = -20282.2222
- energy relative to the best compared isomer or geometry (same formula, charge and spin) (eV) = 1.162
- LUMO (eV) = 0.3
- SMILES = OCCCS.O.O
- HOMO level (eV) = -8.967

Geometry (Å):
1 C -0.20526 -2.39222 0.41311
2 O 1.24419 -2.19553 0.48425
3 C -0.96361 -1.12322 0.08496
4 C -0.37404 -0.37523 -1.11297
5 S -1.41707 1.14266 -1.72997
6 H -0.59682 -2.79927 1.40927
7 H -0.36668 -3.17127 -0.38166
8 H 1.50529 -1.53666 1.15244
9 H -1.19843 -0.71005 0.96080
10 H -1.97240 -1.43746 -0.38381
11 H 0.64487 -0.05523 -0.86490
12 H -0.34100 -1.15621 -1.95667
13 H -1.18398 1.88946 -0.68638
14 H 2.68749 -0.05104 2.43916
15 H 1.79735 1.01916 1.92279
16 O 2.05974 0.14478 1.78318
17 H 0.35614 3.83391 0.90291
18 H -0.32963 2.48942 1.17911
19 O 0.56213 2.89408 0.94206


# 3
This record from the OMol25 dataset describes a cluster of 3 separate species, C3H12O3S in total in a non-equilibrium geometry. The level of theory is wB97M-V/def2-TZVPD.

Calculated values
- gap between HOMO and LUMO (Eh) = 0.3532
- total energy (eV) = -20282.0755
- energy relative to the best compared isomer or geometry (same formula, charge and spin) (eV) = 1.309
- LUMO (eV) = 0.4
- SMILES = OCCCS.O.O
- HOMO level (eV) = -9.198

Geometry (Å):
1 C 1.60482 1.48523 -2.35087
2 O 2.31337 2.35615 -1.43311
3 C 2.41362 0.22912 -2.61697
4 C 1.82778 -1.01971 -1.95643
5 S 3.06757 -2.34295 -1.66287
6 H 0.60462 1.26809 -1.95157
7 H 1.41256 2.19904 -3.15554
8 H 2.02266 2.30473 -0.52243
9 H 2.33710 0.07517 -3.71632
10 H 3.49874 0.26967 -2.58314
11 H 0.96526 -1.47662 -2.43745
12 H 1.36807 -0.61940 -1.04311
13 H 2.90310 -2.58167 -0.33011
14 H -4.94507 -0.09687 2.81060
15 H -5.69481 1.08997 3.04516
16 O -5.59932 0.43074 2.38116
17 H -2.79307 -0.66065 5.75490
18 H -3.72910 -1.83411 5.61732
19 O -3.57792 -1.07593 6.15079


# 4
This record from the OMol25 dataset describes a cluster of 4 separate species, C3H12O4 in total in a non-equilibrium geometry. The level of theory is wB97M-V/def2-TZVPD.

Calculated values
- gap between HOMO and LUMO (Eh) = 0.3791
- total energy (eV) = -11493.6752
- energy relative to the best compared isomer or geometry (same formula, charge and spin) (eV) = 2.087
- LUMO (eV) = 0.7
- SMILES = C=CCO.O.O.O
- HOMO level (eV) = -9.643

Geometry (Å):
1 C 1.29020 0.44941 1.02161
2 O 0.20895 -0.33102 1.54896
3 C 0.71668 1.60243 0.35190
4 C 1.24033 2.29679 -0.67082
5 H 1.78360 -0.17537 0.22851
6 H 1.94386 0.74948 1.95220
7 H 0.20473 -1.25442 1.38112
8 H -0.30992 2.12219 0.53513
9 H 0.78361 3.16887 -1.17007
10 H 2.10466 1.99162 -1.26473
11 H -2.78608 0.66936 0.47640
12 H -1.40603 0.52858 0.69263
13 O -1.99587 0.59113 -0.15940
14 H -1.99048 -1.36556 -1.91286
15 H -0.64489 -0.87984 -1.81345
16 O -1.08436 -1.72049 -1.95010
17 H 0.64944 -3.26497 0.17154
18 H -0.73706 -2.47297 0.02758
19 O 0.02864 -2.70523 0.55387


# 5
This record from the OMol25 dataset describes a cluster of 5 separate species, C3H12O4 in total in a non-equilibrium geometry. The level of theory is wB97M-V/def2-TZVPD.

Calculated values
- gap between HOMO and LUMO (Eh) = 0.2415
- total energy (eV) = -11490.0721
- energy relative to the best compared isomer or geometry (same formula, charge and spin) (eV) = 5.690
- LUMO (eV) = -2.6
- HOMO level (eV) = -9.167

Geometry (Å):
1 C 1.05239 0.94991 -0.27427
2 O 0.48970 0.60982 -1.52731
3 C 1.70130 -0.29811 0.25486
4 C 2.50286 -0.30063 1.37222
5 H 1.76701 1.73912 -0.50901
6 H 0.20588 1.21595 0.39937
7 H 0.63439 -0.77525 1.41973
8 H 1.47450 -1.19494 -0.32948
9 H 3.01756 -1.19420 1.70007
10 H 2.53488 0.61253 1.96649
11 H -1.50822 1.41899 -0.67591
12 H -2.06273 0.86505 0.60350
13 O -1.90992 1.73493 0.15001
14 H -1.54509 -1.10406 0.24930
15 H -3.06818 -0.99679 0.68760
16 O -2.17749 -0.75180 0.95451
17 H 0.06448 -0.36197 -1.40566
18 H -1.16440 -2.02317 -1.38434
19 O -0.47385 -1.55009 -0.91352


# 6
This record from the OMol25 dataset describes a cluster of 4 separate species, C3H12O4 in total in a non-equilibrium geometry. The level of theory is wB97M-V/def2-TZVPD.

Calculated values
- <S²> = 0.75
- gap between HOMO and LUMO (alpha / beta) (Eh) = 0.3014 / 0.1929
- total energy (eV) = -11485.3117
- multiplicity = 2
- energy relative to the best compared isomer or geometry (same formula, charge and spin) (eV) = 1.571
- LUMO (alpha / beta) (eV) = -5.4 / -8.4
- charge = +1
- HOMO level (alpha / beta) (eV) = -13.624 / -13.623

Geometry (Å):
1 C 0.95441 2.03142 -0.28863
2 C 0.62590 1.70201 1.03499
3 O -0.57487 1.29977 1.33326
4 C 1.65970 1.31364 2.01395
5 H 1.58483 2.89211 -0.52277
6 H 0.13251 1.84462 -0.98096
7 H -1.25782 1.38346 0.64230
8 H 2.56788 1.91326 1.88788
9 H 1.87956 0.24441 2.00233
10 H 1.36929 1.59606 3.02604
11 H -1.35019 -3.45980 -2.04010
12 H -0.64000 -4.20169 -0.92251
13 O -0.56949 -3.40169 -1.48701
14 H -3.53497 0.75783 2.42563
15 H -2.51400 0.28275 1.31660
16 O -3.24796 0.04689 1.85862
17 H 0.50929 -1.74249 -3.27379
18 H 1.58298 -2.51783 -3.87712
19 O 0.82294 -1.98472 -4.14871


# 7
This record from the OMol25 dataset describes a cluster of 2 separate species, C3H12OSSi2 in total in a non-equilibrium geometry. The level of theory is wB97M-V/def2-TZVPD.

Calculated values
- <S²> = 2.00
- gap between HOMO and LUMO (alpha / beta) (Eh) = 0.2342 / 0.2592
- total energy (eV) = -31942.4629
- multiplicity = 3
- LUMO (alpha / beta) (eV) = 0.6 / -3.2
- HOMO level (alpha / beta) (eV) = -5.822 / -10.210

Geometry (Å):
1 C -0.83978 -1.61733 -0.15404
2 C -0.47654 1.20814 -1.47715
3 C -2.08432 0.94090 1.20764
4 O 0.75785 0.33073 1.00570
5 Si 3.27508 -0.99271 -0.06588
6 Si -0.65231 0.25065 0.15855
7 S 4.18609 0.76550 -0.11506
8 H -0.64756 -1.86839 -1.19281
9 H -0.13998 -2.17756 0.45883
10 H -1.83818 -1.96838 0.08274
11 H 0.42466 0.89931 -2.00140
12 H -1.31741 1.03586 -2.14066
13 H -0.39950 2.27863 -1.31479
14 H -1.88301 1.95333 1.54603
15 H -3.01276 0.96539 0.64450
16 H -2.25186 0.33026 2.09125
17 H 3.30252 -1.90149 1.07029
18 H 2.55325 -1.60043 -1.17145
19 H 1.04374 1.16761 1.36771


# 8
This record from the OMol25 dataset describes a structure of composition C3H13CaN2O in a non-equilibrium geometry. The level of theory is wB97M-V/def2-TZVPD.

Calculated values
- gap between HOMO and LUMO (alpha / beta) (Eh) = 0.1274 / 0.1025
- total energy (eV) = -26783.8579
- energy relative to the best compared isomer or geometry (same formula, charge and spin) (eV) = 0.000
- LUMO (alpha / beta) (eV) = 3.1 / 3.2
- charge = -1
- HOMO level (alpha / beta) (eV) = -0.360 / 0.433

Geometry (Å):
1 C -1.07947 -1.03348 -1.72484
2 Ca 0.34824 -0.75774 0.03725
3 N 1.59427 0.96199 -1.63043
4 H -1.63653 -0.13187 1.31615
5 H -1.42157 0.50270 0.52278
6 H -2.08337 -1.38697 -1.55116
7 H -0.63737 -2.03680 -2.14754
8 H -1.21439 -0.51192 -2.66547
9 H 2.64121 0.94157 -1.75817
10 H 1.61561 1.98789 -1.69522
11 H 1.47806 0.87439 -2.67715
12 C 2.41304 1.86460 3.68708
13 C 1.28938 1.33519 2.67956
14 N 0.09428 1.29219 3.22635
15 O 1.39242 0.89099 1.43627
16 H 2.07865 2.18491 4.70428
17 H 2.88531 2.70717 3.17917
18 H 3.15851 1.06988 3.79732
19 H -0.65240 0.91716 2.61751
20 H -0.18770 1.56955 4.12775


# 9
This record from the OMol25 dataset describes a structure of composition C3H13CdO5 in a non-equilibrium geometry. The level of theory is wB97M-V/def2-TZVPD.

Calculated values
- gap between HOMO and LUMO (Eh) = 0.2591
- total energy (eV) = -18120.9913
- LUMO (eV) = 3.2
- charge = -1
- HOMO level (eV) = -3.822

Geometry (Å):
1 Cd -0.28449 -0.12964 0.25997
2 C -1.88125 2.63026 1.12892
3 O -1.36253 1.36678 1.30578
4 H -2.75826 2.76217 0.49523
5 H -1.85333 3.27269 2.00903
6 H -1.26451 3.28661 0.51496
7 C 0.00904 -3.10470 0.69071
8 O -0.52677 -2.04508 1.43887
9 H 0.93644 -3.52694 1.07768
10 H -0.66430 -3.93222 0.91414
11 H 0.15799 -2.82120 -0.35117
12 C 2.11032 0.56827 -2.20785
13 O 1.09777 0.12290 -1.35156
14 H 2.64237 -0.22620 -2.73115
15 H 1.78166 1.46837 -2.72735
16 H 2.90042 1.08535 -1.66336
17 O 1.30042 0.17535 1.61291
18 H 1.87589 0.93325 1.71618
19 H 1.35936 -0.28646 2.44926
20 O -1.70439 -0.42778 -1.18410
21 H -1.60199 0.00655 -2.03091
22 H -2.26983 -1.17835 -1.36616


# 10
This record from the OMol25 dataset describes a cluster of 2 separate species, C3H13N2O in total in a non-equilibrium geometry. The level of theory is wB97M-V/def2-TZVPD.

Calculated values
- <S²> = 0.75
- gap between HOMO and LUMO (alpha / beta) (Eh) = 0.1314 / 0.3670
- total energy (eV) = -8346.0886
- multiplicity = 2
- energy relative to the best compared isomer or geometry (same formula, charge and spin) (eV) = 0.449
- LUMO (alpha / beta) (eV) = 0.5 / 0.4
- HOMO level (alpha / beta) (eV) = -3.082 / -9.545

Geometry (Å):
1 N 0.52988 0.48696 2.16191
2 C 0.96043 1.44647 1.11091
3 C 0.15180 1.21369 -0.16220
4 N 0.07765 -0.24805 -0.45868
5 C 1.12366 -0.63585 -1.41061
6 H 0.28843 -0.36147 1.58098
7 H -0.25059 0.83465 2.75806
8 H 1.33933 0.19997 2.77676
9 H 2.03036 1.32366 0.96389
10 H 0.79893 2.46869 1.45540
11 H 0.61541 1.76069 -0.99140
12 H -0.85328 1.63278 -0.11381
13 H -0.87367 -0.43112 -0.77420
14 H 0.97883 -1.70659 -1.58441
15 H 0.95277 -0.17353 -2.38818
16 H 2.12312 -0.42698 -1.06314
17 H -3.25395 -2.15630 -0.87501
18 H -2.19237 -2.40519 -1.91201
19 O -2.42872 -1.81648 -1.18712